C40H100N10O15S5 | ωB97M-V with the def2-TZVPD basis set

Each line ends with the Mulliken charge.
Atoms and positions in Å:
C -3.65891 -5.04944 7.88156  -0.965
C -2.91920 -3.91344 8.59942  0.654
O -2.40100 -3.00273 7.95826  -0.647
N -2.77440 -3.93073 9.92575  -0.186
C -2.06533 -2.92409 10.66927  -0.825
H -4.42683 -5.55708 8.46527  0.337
H -2.86216 -5.69980 7.52054  0.242
H -4.16773 -4.75192 6.96467  0.296
H -3.31345 -4.65374 10.38049  0.235
H -2.18157 -3.22668 11.70994  0.328
H -2.47110 -1.91249 10.67950  0.275
H -1.00337 -2.87497 10.42856  0.257
C 0.27293 3.19657 8.55487  -0.984
C -0.87088 4.16589 8.37918  0.800
O -0.86646 5.35114 8.82180  -0.697
N -1.86253 3.67760 7.72479  -0.182
C -3.05984 4.39864 7.32607  -0.860
H 1.26204 3.62588 8.39534  0.284
H 0.09971 2.36885 7.86714  0.280
H 0.24430 2.68585 9.51739  0.260
H -1.79958 2.69165 7.51495  0.171
H -3.06151 5.45475 7.59575  0.318
H -3.91190 3.89199 7.77928  0.295
H -3.30299 4.51849 6.27033  0.314
C -6.33036 1.74551 -4.81662  -1.012
C -5.91210 2.26361 -6.17759  0.650
O -5.37912 3.36865 -6.23762  -0.670
N -6.02122 1.62012 -7.31470  -0.159
C -6.60801 0.35101 -7.52358  -0.811
H -5.67166 2.27365 -4.12722  0.297
H -6.02010 0.70997 -4.67692  0.342
H -7.36334 1.88580 -4.49823  0.252
H -5.89969 2.16186 -8.15842  0.243
H -6.46104 -0.30549 -6.66597  0.268
H -6.17873 -0.15938 -8.38573  0.307
H -7.69448 0.37017 -7.60903  0.292
C 4.18933 6.33041 -4.58209  -1.022
C 3.48223 5.86984 -3.29185  0.651
O 2.72599 4.94016 -3.26905  -0.645
N 3.60291 6.62178 -2.20655  -0.168
C 4.38281 7.84439 -1.99771  -0.854
H 3.59168 7.19694 -4.86500  0.279
H 4.12603 5.54885 -5.33923  0.280
H 5.22319 6.66047 -4.48071  0.332
H 3.24783 6.18678 -1.36702  0.269
H 4.39156 8.11467 -0.94178  0.315
H 3.90538 8.71184 -2.45343  0.298
H 5.37862 7.85633 -2.44078  0.264
C 7.52994 -3.76817 9.78172  -0.880
C 6.33692 -3.03023 9.18585  0.634
O 5.74812 -2.16682 9.84678  -0.624
N 5.96286 -3.37485 7.91601  -0.187
C 4.88902 -2.68466 7.17952  -0.836
H 7.81077 -4.55560 9.08230  0.282
H 7.35803 -4.10337 10.80456  0.271
H 8.37757 -3.08396 9.74299  0.239
H 6.42473 -4.13610 7.43927  0.231
H 5.24643 -1.69886 6.88197  0.270
H 3.93126 -2.58967 7.69118  0.266
H 4.68138 -3.14452 6.21334  0.334
C 5.68835 6.21128 5.22045  -1.104
C 5.43062 4.93619 4.40531  0.653
O 4.48864 4.97837 3.69659  -0.614
N 6.18072 3.83488 4.48048  -0.152
C 7.45330 3.71569 5.21161  -0.835
H 5.68279 5.87834 6.25834  0.325
H 5.03104 7.07081 5.08908  0.289
H 6.70446 6.59637 5.13498  0.322
H 5.87681 3.08480 3.87623  0.228
H 7.29446 3.06680 6.07290  0.307
H 7.92313 4.61892 5.60089  0.277
H 8.21247 3.22014 4.60647  0.304
C -0.73967 -6.83984 -8.04631  -0.948
C -1.67119 -6.47741 -9.16300  0.694
O -1.22304 -5.79082 -10.06961  -0.632
N -2.96674 -6.81669 -9.06890  -0.207
C -3.98586 -6.44250 -10.00023  -0.880
H 0.13212 -7.23806 -8.56545  0.258
H -1.19113 -7.64035 -7.46025  0.305
H -0.40327 -6.07356 -7.34792  0.256
H -3.24196 -7.19950 -8.17570  0.210
H -4.43562 -5.53989 -9.58657  0.314
H -4.78821 -7.16295 -10.15924  0.292
H -3.65287 -6.01653 -10.94666  0.337
C 5.84382 -2.25593 -1.24747  -0.895
C 6.30353 -0.75954 -0.89208  0.650
O 5.71597 -0.16636 -0.01243  -0.640
N 7.29419 -0.17887 -1.61437  -0.200
C 7.70668 1.18291 -1.39102  -0.816
H 5.86801 -2.86830 -0.34607  0.272
H 6.54574 -2.67351 -1.96930  0.319
H 4.83584 -2.18282 -1.65578  0.227
H 7.47937 -0.73591 -2.43626  0.195
H 7.15740 1.77766 -2.12085  0.293
H 8.78190 1.21282 -1.56743  0.293
H 7.47247 1.64281 -0.43095  0.302
C -0.51527 -0.84185 -2.50270  -1.059
C -0.76477 -0.84558 -1.04000  0.743
O -1.53898 -1.71757 -0.55464  -0.661
N -0.08534 0.04935 -0.26895  -0.175
C -0.12508 0.00875 1.21888  -0.870
H -0.74131 0.11047 -2.98236  0.322
H -1.10231 -1.62497 -2.98252  0.280
H 0.53300 -0.99665 -2.75815  0.279
H 0.50075 0.77720 -0.65213  0.233
H -1.11991 -0.28975 1.54949  0.295
H -0.06328 0.96415 1.73994  0.344
H 0.68554 -0.57697 1.65239  0.272
C -0.96924 9.58667 3.64189  -0.973
C -1.94043 8.74946 2.83294  0.663
O -3.04578 9.21076 2.62098  -0.627
N -1.55061 7.57436 2.31818  -0.176
C -2.25641 6.71817 1.41085  -0.911
H -0.88482 9.07592 4.60110  0.270
H -1.46962 10.54929 3.74725  0.267
H -0.01967 9.60187 3.10692  0.316
H -0.76323 7.12171 2.76002  0.260
H -3.33970 6.80867 1.49082  0.313
H -2.07938 5.69884 1.75395  0.331
H -1.97120 6.76644 0.35994  0.266
C 6.48393 0.11295 -8.00345  -0.910
S 7.05278 -1.66012 -7.93354  0.485
O 7.53402 -1.84462 -6.49264  -0.592
C 5.31046 -2.31408 -8.06514  -0.893
H 5.97858 0.33299 -8.94383  0.356
H 7.29156 0.82413 -7.82998  0.316
H 5.78307 0.16895 -7.17053  0.284
H 5.34409 -3.37220 -8.32460  0.305
H 4.78591 -1.78844 -8.86306  0.336
H 4.73418 -2.09835 -7.16544  0.313
C -0.03216 3.66650 -9.61282  -0.883
S 0.85616 4.52726 -10.90335  0.482
O 0.90742 3.60097 -12.12613  -0.616
C -0.48146 5.73446 -11.23982  -0.901
H 0.52680 2.79795 -9.26459  0.320
H -0.89744 3.30357 -10.16752  0.297
H -0.21823 4.26596 -8.72168  0.344
H -0.29692 6.21666 -12.19979  0.321
H -0.65535 6.46469 -10.44949  0.346
H -1.38793 5.13966 -11.35214  0.290
C 1.08536 -7.97678 1.93606  -0.886
S 1.38381 -8.63492 0.31375  0.488
O 1.55235 -10.14249 0.36338  -0.610
C -0.35746 -8.40105 -0.22954  -0.936
H 2.02346 -8.09458 2.47845  0.312
H 0.18946 -8.42290 2.36787  0.292
H 0.96578 -6.89353 1.95557  0.364
H -0.37977 -8.76609 -1.25636  0.305
H -0.73345 -7.40020 -0.01732  0.356
H -0.97250 -9.06197 0.38119  0.315
C -7.18262 -0.15713 3.06884  -0.825
S -8.51299 1.08177 2.64868  0.462
O -7.74855 2.19068 1.84208  -0.604
C -9.37062 0.10382 1.32025  -0.946
H -7.71502 -1.02793 3.45142  0.325
H -6.54039 0.20424 3.87200  0.305
H -6.63039 -0.44389 2.17391  0.279
H -8.65467 -0.19635 0.55513  0.299
H -10.08564 0.72014 0.77527  0.318
H -9.84705 -0.85863 1.50682  0.387
C -9.27738 -8.27762 -0.01660  -0.907
S -8.60827 -6.68310 0.52464  0.480
O -8.46915 -6.77186 2.05021  -0.622
C -6.90874 -6.74641 -0.10454  -0.829
H -10.16988 -8.59819 0.52077  0.341
H -8.53674 -9.01381 0.29569  0.291
H -9.50247 -8.30615 -1.08273  0.333
H -6.58943 -7.78556 -0.02510  0.265
H -6.31632 -6.13502 0.57616  0.318
H -6.79044 -6.39280 -1.12877  0.330

Summary:
**HOMO**: -0.330 Ha
**Orbital gap**: 9.05 eV
**ΔE to the lowest compared entry with this formula, charge and spin**: 4.316 eV
**Molecular weight**: 1121.6 g mol⁻¹
**Calculated total energy**: -142886.2107 eV
**Net charge**: 0
**Largest force on an atom**: 0.1099 Eh/bohr